Entry 1:
Computed, not measured: 2 unconnected molecules or ions with the total composition C5H14N2O, with wB97M-V/def2-TZVPD.

- strongest force on any atom (eV Å⁻¹) = 0.905
- SMILES = C=NCC[C@@H](C)N.O
- HOMO energy (hartree) = -0.3356
- relative energy (zero: lowest compared OMol25 entry of this formula, charge and spin) (kcal per mole) = 44.37
- lowest unoccupied orbital energy (eV) = 0.9
- orbital gap (eV) = 9.996

Structure (ORCA input):
```
! wB97M-V def2-TZVPD RIJCOSX def2/J DEFGRID3
* xyz 0 1
C 3.462 -0.669 -0.097
N 2.437 -0.019 0.195
C 1.298 -0.726 0.747
C 0.046 -0.503 -0.121
C -0.208 0.965 -0.470
C -1.595 1.124 -1.045
N -0.039 1.804 0.728
H 3.503 -1.757 0.077
H 4.330 -0.195 -0.530
H 1.109 -0.321 1.742
H 1.508 -1.808 0.823
H -0.797 -0.927 0.430
H 0.166 -1.094 -1.034
H 0.512 1.221 -1.252
H -1.724 0.555 -1.970
H -1.850 2.157 -1.274
H -2.374 0.733 -0.381
H 0.960 1.931 0.855
H -0.417 2.725 0.539
O -3.829 -1.671 -0.027
H -3.944 -0.972 0.639
H -4.554 -2.285 0.115
*
```

Here are the Löwdin charges for atoms 1 to 4, given in e: atom 1 (C): -0.06, atom 2 (N): -0.04, atom 3 (C): -0.25, atom 4 (C): -0.17

Entry 2:
Computed, not measured: a molecular structure, C5H14N2O in a non-equilibrium geometry, with wB97M-V/def2-TZVPD.

- strongest force on any atom (eV Å⁻¹) = 6.186
- HOMO energy (hartree) = -0.2537
- relative energy (zero: lowest compared OMol25 entry of this formula, charge and spin) (kcal per mole) = 129.91
- lowest unoccupied orbital energy (eV) = 0.8
- orbital gap (eV) = 7.715

Structure (ORCA input):
```
! wB97M-V def2-TZVPD RIJCOSX def2/J DEFGRID3
* xyz 0 1
C -0.739 -0.548 -0.191
C -0.440 0.642 0.544
C -2.595 -0.005 0.383
C 1.747 1.428 -1.009
C 2.251 -0.252 0.603
N 1.387 0.841 0.260
N -0.436 -1.822 0.252
O -3.373 0.024 -0.791
H -3.263 -0.829 -1.237
H -0.759 -0.460 -1.275
H 0.027 -2.432 -0.406
H -0.042 -1.880 1.184
H -0.389 0.574 1.626
H -0.766 1.570 0.089
H -2.861 0.882 0.958
H -2.865 -0.876 0.989
H 1.986 -0.666 1.584
H 3.306 0.062 0.689
H 1.049 2.229 -1.282
H 2.746 1.895 -0.981
H 1.772 0.701 -1.845
H 2.255 -1.078 -0.141
*
```

Here are the Löwdin charges for atoms 1 to 4, given in e: atom 1 (C): -0.30, atom 2 (C): -0.08, atom 3 (C): -0.16, atom 4 (C): -0.19

Entry 3:
Computed, not measured: 2 unconnected molecules or ions with the total composition C5H14N2O in a non-equilibrium geometry, with wB97M-V/def2-TZVPD.

- strongest force on any atom (eV Å⁻¹) = 1.639
- SMILES = C=NCC.NCCO
- HOMO energy (hartree) = -0.3147
- relative energy (zero: lowest compared OMol25 entry of this formula, charge and spin) (kcal per mole) = 60.43
- lowest unoccupied orbital energy (eV) = 1.0
- orbital gap (eV) = 9.534

Structure (ORCA input):
```
! wB97M-V def2-TZVPD RIJCOSX def2/J DEFGRID3
* xyz 0 1
C 1.074 -1.461 -0.355
N 1.172 -0.208 -0.353
C 1.872 0.477 0.701
C 2.638 1.664 0.127
H 1.491 -2.109 0.422
H 0.534 -1.939 -1.158
H 1.117 0.849 1.404
H 2.544 -0.196 1.256
H 3.428 1.319 -0.533
H 3.080 2.249 0.928
H 1.966 2.298 -0.443
N -1.286 1.128 -1.010
C -2.069 -0.060 -0.833
C -1.977 -0.745 0.610
O -2.184 -2.139 0.557
H -1.533 1.819 -0.306
H -0.267 0.873 -0.900
H -1.728 -0.804 -1.553
H -3.122 0.162 -1.026
H -2.718 -0.264 1.264
H -1.000 -0.605 1.074
H -3.030 -2.307 0.127
*
```

Here are the Löwdin charges for atoms 1 to 4, given in e: atom 1 (C): -0.03, atom 2 (N): -0.08, atom 3 (C): -0.30, atom 4 (C): -0.09

Entry 4:
Computed, not measured: C5H14N2O in the gas phase in a non-equilibrium geometry, with wB97M-V/def2-TZVPD.

- strongest force on any atom (eV Å⁻¹) = 7.185
- SMILES = C[C@@H](CO)NCCN
- HOMO energy (hartree) = -0.3094
- relative energy (zero: lowest compared OMol25 entry of this formula, charge and spin) (kcal per mole) = 81.80
- lowest unoccupied orbital energy (eV) = 0.9
- orbital gap (eV) = 9.363

Structure (ORCA input):
```
! wB97M-V def2-TZVPD RIJCOSX def2/J DEFGRID3
* xyz 0 1
C -0.651 0.849 1.391
C -0.252 -0.589 0.800
C -1.255 -1.646 1.257
O -2.545 -1.370 0.641
N -0.112 -0.551 -0.664
C 1.255 -0.434 -1.102
C 1.245 0.882 -1.866
N 1.153 1.999 -0.955
H 0.133 1.226 2.044
H -1.512 0.631 2.025
H -1.041 1.604 0.527
H 0.653 -1.043 1.306
H -0.918 -2.645 1.032
H -1.471 -1.624 2.358
H -2.422 -0.547 0.124
H -0.697 -1.160 -1.180
H 1.553 -1.382 -1.772
H 2.021 -0.453 -0.202
H 2.347 0.958 -2.341
H 0.492 0.970 -2.543
H 0.181 2.185 -0.662
H 1.845 2.140 -0.218
*
```

Here are the Löwdin charges for atoms 1 to 4, given in e: atom 1 (C): -0.05, atom 2 (C): -0.38, atom 3 (C): -0.22, atom 4 (O): -0.10

Entry 5:
Computed, not measured: 2 unconnected molecules or ions with the total composition C5H14N2O in a non-equilibrium geometry, with wB97M-V/def2-TZVPD.

- strongest force on any atom (eV Å⁻¹) = 3.736
- HOMO energy (hartree) = -0.6748
- relative energy (zero: lowest compared OMol25 entry of this formula, charge and spin) (kcal per mole) = 22.94
- lowest unoccupied orbital energy (eV) = -8.3
- orbital gap (eV) = 10.069

Structure (ORCA input):
```
! wB97M-V def2-TZVPD RIJCOSX def2/J DEFGRID3
* xyz 2 1
C -0.447 -0.691 -1.022
C 0.432 -0.366 0.203
C 1.344 0.797 -0.116
C 2.087 0.885 -1.212
C 0.648 2.999 0.556
N 1.235 1.886 0.827
N -0.966 -2.166 -0.851
H 0.183 -0.715 -1.953
H -1.361 -0.122 -1.178
H -0.153 -0.147 1.112
H 1.064 -1.213 0.565
H 2.098 0.171 -2.050
H 2.721 1.759 -1.174
H 0.214 3.140 -0.425
H 0.587 3.797 1.321
H 1.593 1.745 1.769
H -1.602 -2.107 -0.006
H -0.242 -2.802 -0.534
H -1.585 -2.335 -1.630
H -3.202 -1.621 1.413
H -2.364 -1.434 2.674
O -2.286 -1.461 1.710
*
```

Here are the Löwdin charges for atoms 1 to 4, given in e: atom 1 (C): -0.08, atom 2 (C): -0.13, atom 3 (C): -0.30, atom 4 (C): 0.16

Entry 6:
Computed, not measured: 3 unconnected molecules or ions with the total composition C5H14N2O2 in a non-equilibrium geometry, with wB97M-V/def2-TZVPD.

- strongest force on any atom (eV Å⁻¹) = 4.383
- HOMO energy (hartree) = -0.2678
- relative energy (zero: lowest compared OMol25 entry of this formula, charge and spin) (kcal per mole) = 113.40
- lowest unoccupied orbital energy (eV) = 0.8
- orbital gap (eV) = 8.133

Structure (ORCA input):
```
! wB97M-V def2-TZVPD RIJCOSX def2/J DEFGRID3
* xyz 0 1
C -1.306 0.670 -0.254
C 0.820 0.558 -0.499
C 0.650 -0.530 0.381
C -2.279 -0.204 0.498
C 0.288 -1.889 -0.160
N 1.270 1.804 -0.082
N 2.696 -0.588 0.422
O -1.560 0.657 -1.641
O -1.410 1.955 0.264
H -2.455 1.011 -1.783
H -0.588 2.426 0.028
H 0.941 0.344 -1.554
H 0.477 -0.321 1.430
H 1.911 2.240 -0.732
H 1.668 1.788 0.853
H 2.971 -0.366 1.383
H 2.962 -1.566 0.304
H -3.288 0.228 0.434
H -2.347 -1.199 0.062
H -2.024 -0.260 1.557
H 1.185 -2.485 -0.332
H -0.239 -1.828 -1.115
H -0.342 -2.442 0.537
*
```

Here are the Löwdin charges for atoms 1 to 4, given in e: atom 1 (C): -0.51, atom 2 (C): -0.25, atom 3 (C): -0.21, atom 4 (C): -0.03